No. 1
Density functional theory data (ωB97M-V/def2-TZVPD) for 14 unconnected molecules or ions with the total composition C19H66N6O14 at a distorted geometry.

E_tot: -58373.9131 eV
Molecular weight: 602.8 Da
LUMO: -0.64 eV
Net charge: 0
Strongest force on any atom: 0.17008 hartree/bohr
HOMO: -8.1 eV
ΔE to the lowest compared entry with this formula, charge and spin: 23.9 kcal/mol
HOMO-LUMO gap: 0.27533 Eh

Bonds (Å) are listed after each position.
Geometry (Å):
1 C -2.75789 -3.79814 -0.64921  C2 1.524, H4 1.083, H5 1.072, H6 1.039
2 C -4.17427 -3.92875 -1.19602  C1 1.524, O3 1.391, H7 1.112, H8 1.105
3 O -4.52145 -5.27595 -1.19503  C2 1.391, H9 0.964
4 H -2.49908 -4.20403 0.32082  C1 1.083
5 H -2.61323 -2.73794 -0.58836  C1 1.072
6 H -2.07896 -4.17024 -1.34282  C1 1.039
7 H -4.19014 -3.47220 -2.21001  C2 1.112
8 H -4.96578 -3.42617 -0.61059  C2 1.105
9 H -5.07367 -5.48618 -1.95711  O3 0.964
10 C -2.60963 -0.14120 -2.26170  C11 1.573, H13 1.105, H14 1.087, H15 1.101
11 C -2.98766 1.38057 -2.39167  C10 1.573, O12 1.373, H16 1.064, H17 1.141
12 O -4.34147 1.45706 -2.60543  C11 1.373, H18 0.974
13 H -2.97529 -0.46616 -1.27050  C10 1.105
14 H -1.53168 -0.12796 -2.40060  C10 1.087
15 H -2.94294 -0.88282 -3.00408  C10 1.101
16 H -2.49731 1.81893 -3.22840  C11 1.064
17 H -2.72392 2.02977 -1.49098  C11 1.141
18 H -4.48129 1.28902 -3.55424  O12 0.974
19 C 3.56086 0.55343 -1.80955  C20 1.494, H22 1.046, H23 1.151, H24 1.066
20 C 4.93514 0.00377 -1.60366  C19 1.494, O21 1.391, H25 1.111, H26 1.104
21 O 5.35044 0.03616 -0.27600  C20 1.391, H27 0.962
22 H 3.31804 1.48468 -1.40022  C19 1.046
23 H 2.82718 -0.16139 -1.28543  C19 1.151
24 H 3.42656 0.45520 -2.86281  C19 1.066
25 H 5.61759 0.60177 -2.24431  C20 1.111
26 H 4.97303 -1.03656 -1.97190  C20 1.104
27 H 5.16137 -0.82886 0.09921  O21 0.962
28 C -4.45910 -0.33386 1.66210  C29 1.444, H31 1.059, H32 1.098, H33 1.088
29 C -4.14357 -1.60857 2.26290  C28 1.444, O30 1.389, H34 1.092, H35 1.077
30 O -3.27418 -1.34287 3.31358  C29 1.389, H36 0.924
31 H -3.68492 -0.04341 1.00067  C28 1.059
32 H -4.65427 0.40995 2.44591  C28 1.098
33 H -5.41613 -0.42077 1.15133  C28 1.088
34 H -3.60695 -2.18687 1.50855  C29 1.092
35 H -4.98789 -2.13275 2.67701  C29 1.077
36 H -3.18241 -2.08296 3.85934  O30 0.924
37 C 3.08321 1.46856 4.45552  C38 1.501, H40 1.093, H41 1.085, H42 1.074
38 C 1.87400 0.58426 4.36556  C37 1.501, O39 1.423, H43 1.109, H44 1.114
39 O 1.48340 0.29596 3.02774  C38 1.423, H45 0.944
40 H 3.94733 1.19003 3.84769  C37 1.093
41 H 3.35988 1.64019 5.49004  C37 1.085
42 H 2.84605 2.48524 4.20196  C37 1.074
43 H 1.09402 1.09521 4.96621  C38 1.109
44 H 1.89449 -0.41162 4.86506  C38 1.114
45 H 0.86216 -0.41276 2.97184  O39 0.944
46 C 1.28971 -2.55485 -1.59646  O47 1.344, N48 1.336, N49 1.315
47 O 2.09392 -2.66945 -2.66770  C46 1.344
48 N 1.77390 -2.43283 -0.35777  C46 1.336, H50 1.032, H51 0.992
49 N -0.02419 -2.60330 -1.61532  C46 1.315, H52 1.001, H53 1.009
50 H 2.79818 -2.45792 -0.23050  N48 1.032
51 H 1.25359 -2.50486 0.48358  N48 0.992
52 H -0.48258 -2.74124 -2.49482  N49 1.001
53 H -0.63514 -2.63810 -0.81362  N49 1.009
54 C -2.09510 5.20049 -0.92994  O55 1.408, N56 1.321, N57 1.286
55 O -3.19793 6.01600 -0.61270  C54 1.408
56 N -1.40578 5.37481 -2.04357  C54 1.321, H58 1.020, H59 1.000
57 N -1.64911 4.24852 -0.18849  C54 1.286, H60 1.056, H61 1.054
58 H -1.53032 6.20115 -2.62802  N56 1.020
59 H -0.55881 4.85176 -2.13988  N56 1.000
60 H -2.25277 4.04417 0.65373  N57 1.056
61 H -0.90677 3.54791 -0.44963  N57 1.054
62 C 2.51326 2.82481 0.78425  O63 1.422, N64 1.301, N65 1.280
63 O 2.88090 3.51406 -0.40376  C62 1.422
64 N 3.04018 1.71295 1.20703  C62 1.301, H66 1.009, H67 1.058
65 N 1.46788 3.10524 1.46688  C62 1.280, H68 1.046, H69 0.991
66 H 3.78705 1.28141 0.68444  N64 1.009
67 H 2.59875 1.10515 1.95211  N64 1.058
68 H 1.16012 4.08952 1.28989  N65 1.046
69 H 1.18949 2.55826 2.24485  N65 0.991
70 C 3.77787 -1.63150 1.89286  O71 1.364, H72 1.117, H73 1.080, H74 1.086
71 O 4.51324 -2.31414 0.96896  C70 1.364, H75 0.922
72 H 3.42638 -2.27606 2.73422  C70 1.117
73 H 2.82807 -1.25792 1.54118  C70 1.080
74 H 4.29610 -0.73954 2.23191  C70 1.086
75 H 5.01363 -2.93938 1.42642  O71 0.922
76 C -0.58984 -3.11216 1.86796  O77 1.437, H78 1.088, H79 1.073, H80 1.102
77 O 0.61216 -2.48645 2.34531  C76 1.437, H81 0.967
78 H -0.41787 -3.90871 1.14722  C76 1.088
79 H -1.10798 -2.32619 1.35346  C76 1.073
80 H -1.24448 -3.45426 2.68545  C76 1.102
81 H 0.83941 -2.99043 3.13820  O77 0.967
82 C -1.56925 1.13580 2.54558  O83 1.420, H84 1.101, H85 1.085, H86 1.071
83 O -2.12551 0.96548 3.84084  C82 1.420, H87 0.965
84 H -1.18648 0.21046 2.08892  C82 1.101
85 H -0.73809 1.83319 2.55750  C82 1.085
86 H -2.36977 1.56121 1.97593  C82 1.071
87 H -2.57302 0.11777 3.73356  O83 0.965
88 C 1.43692 -0.47191 -4.54811  O89 1.400, H90 1.090, H91 1.080, H92 1.079
89 O 0.89462 -1.62439 -5.12906  C88 1.400, H93 0.961
90 H 1.05439 -0.26860 -3.54778  C88 1.090
91 H 1.31072 0.38085 -5.19949  C88 1.080
92 H 2.49948 -0.64523 -4.47504  C88 1.079
93 H 0.06688 -1.31772 -5.50801  O89 0.961
94 C -0.01631 0.20051 -0.17795  O95 1.386, H96 1.075, H97 1.129, H98 1.105
95 O -0.32023 1.55248 -0.19882  C94 1.386, H99 0.936
96 H 0.77782 0.07602 0.53652  C94 1.075
97 H 0.36674 -0.06989 -1.20458  C94 1.129
98 H -0.89647 -0.40518 0.10484  C94 1.105
99 H 0.35412 1.91806 0.33792  O95 0.936
100 C 0.83063 2.36653 -2.92039  O101 1.450, H102 1.049, H103 1.050, H104 1.038
101 O 0.81254 3.54966 -2.08151  C100 1.450, H105 0.973
102 H 1.59562 2.54101 -3.61657  C100 1.049
103 H -0.14799 2.31957 -3.29915  C100 1.050
104 H 1.03356 1.58017 -2.27461  C100 1.038
105 H 1.61426 3.69842 -1.55068  O101 0.973

=====

No. 2
Density functional theory data (ωB97M-V/def2-TZVPD) for 15 unconnected molecules or ions with the total composition C19H68N16O15 at a distorted geometry.

E_tot: -75356.8947 eV
Molecular weight: 760.9 Da
LUMO: -0.54 eV
Net charge: 0
Strongest force on any atom: 0.16924 hartree/bohr
HOMO: -8.8 eV
ΔE to the lowest compared entry with this formula, charge and spin: 17.8 kcal/mol
HOMO-LUMO gap: 0.30398 Eh

Bonds (Å) are listed after each position.
Geometry (Å):
1 C -5.27638 -0.05231 0.43196  C2 1.537, H4 1.162, H5 1.054, H6 1.141
2 C -4.18838 0.96469 0.05396  C1 1.537, O3 1.404, H7 1.067, H8 1.035
3 O -3.38038 1.31169 1.14896  C2 1.404, H9 0.994
4 H -4.85338 -1.12931 0.53596  C1 1.162
5 H -6.04838 -0.05831 -0.28504  C1 1.054
6 H -5.82938 0.14669 1.40996  C1 1.141
7 H -4.66038 1.85469 -0.29704  C2 1.067
8 H -3.61138 0.54169 -0.69404  C2 1.035
9 H -2.73238 1.97669 0.79296  O3 0.994
10 C -1.14138 -1.74031 5.01696  C11 1.483, H13 1.063, H14 1.050, H15 1.078
11 C -0.66238 -0.48431 4.38996  C10 1.483, O12 1.439, H16 1.071, H17 1.110
12 O -1.29038 -0.38331 3.09896  C11 1.439, H18 0.986
13 H -0.70638 -2.02731 5.94296  C10 1.063
14 H -1.07638 -2.61231 4.43596  C10 1.050
15 H -2.18138 -1.61131 5.26896  C10 1.078
16 H 0.39862 -0.56531 4.26596  C11 1.071
17 H -1.04638 0.28069 5.09596  C11 1.110
18 H -2.25338 -0.39931 3.30896  O12 0.986
19 C -3.27838 -4.02031 1.49096  C20 1.511, H22 1.090, H23 1.119, H24 1.063
20 C -2.30538 -2.96431 1.95996  C19 1.511, O21 1.422, H25 1.047, H26 1.055
21 O -1.88138 -2.21031 0.83096  C20 1.422, H27 0.950
22 H -3.86038 -4.42931 2.31696  C19 1.090
23 H -2.73638 -4.87531 1.01396  C19 1.119
24 H -3.87738 -3.53231 0.76096  C19 1.063
25 H -1.52738 -3.44331 2.47196  C20 1.047
26 H -2.73838 -2.20331 2.54796  C20 1.055
27 H -2.64138 -1.93631 0.33096  O21 0.950
28 C 1.87662 -3.52331 3.15196  C29 1.543, H31 1.056, H32 1.108, H33 1.094
29 C 1.15862 -3.20231 1.82496  C28 1.543, O30 1.406, H34 1.108, H35 1.121
30 O 0.68062 -1.88631 1.69296  C29 1.406, H36 0.934
31 H 2.65062 -2.84131 3.37596  C28 1.056
32 H 2.34362 -4.52831 3.13696  C28 1.108
33 H 1.14462 -3.52231 3.96496  C28 1.094
34 H 0.27362 -3.80831 1.54896  C29 1.108
35 H 1.80562 -3.25331 0.91096  C29 1.121
36 H -0.23338 -1.89831 1.88596  O30 0.934
37 C 5.12962 1.24069 -2.24704  O38 1.381, N39 1.281, N40 1.314
38 O 5.67462 0.18169 -2.94604  C37 1.381
39 N 4.05762 1.18869 -1.54704  C37 1.281, H41 1.058, H42 1.023
40 N 5.69362 2.37169 -1.88704  C37 1.314, H43 1.106, H44 0.993
41 H 3.67162 0.24369 -1.26704  N39 1.058
42 H 3.93062 1.96069 -0.88804  N39 1.023
43 H 6.59962 2.55869 -2.49304  N40 1.106
44 H 5.17662 3.20869 -1.74904  N40 0.993
45 C -2.49738 2.82069 -3.31604  O46 1.381, N47 1.295, N48 1.311
46 O -3.25238 3.91169 -2.93404  C45 1.381
47 N -1.27438 2.65769 -2.92204  C45 1.295, H49 0.999, H50 1.099
48 N -2.99938 1.79769 -3.96504  C45 1.311, H51 1.016, H52 1.035
49 H -0.93738 3.24869 -2.19004  N47 0.999
50 H -0.67538 1.75469 -3.10404  N47 1.099
51 H -3.98338 1.73269 -4.21104  N48 1.016
52 H -2.49838 0.90069 -3.84404  N48 1.035
53 C -2.70938 -1.73031 -3.19704  O54 1.355, N55 1.277, N56 1.271
54 O -3.43338 -1.79631 -2.05304  C53 1.355
55 N -1.58838 -2.29731 -3.42604  C53 1.277, H57 1.114, H58 1.031
56 N -2.98738 -0.93931 -4.15204  C53 1.271, H59 1.036, H60 1.006
57 H -1.15338 -2.88631 -2.58704  N55 1.114
58 H -1.02838 -2.37331 -4.28804  N55 1.031
59 H -3.89138 -0.44031 -4.06504  N56 1.036
60 H -2.46738 -0.90131 -5.01204  N56 1.006
61 C -1.55438 4.47569 -0.19404  O62 1.318, N63 1.281, N64 1.302
62 O -1.97738 3.22769 -0.21604  C61 1.318
63 N -0.78938 4.91569 0.73496  C61 1.281, H65 1.048, H66 1.046
64 N -1.88838 5.29969 -1.14504  C61 1.302, H67 1.053, H68 1.019
65 H -0.35038 4.08569 1.20096  N63 1.048
66 H -0.19938 5.77069 0.61196  N63 1.046
67 H -2.34038 4.90769 -2.01204  N64 1.053
68 H -1.27638 6.09969 -1.29704  N64 1.019
69 C 0.94562 0.01369 -3.28204  O70 1.377, N71 1.354, N72 1.301
70 O 1.12262 -1.14631 -2.56204  C69 1.377
71 N 1.89462 0.96569 -3.44704  C69 1.354, H73 1.006, H74 1.066
72 N -0.18938 0.31869 -3.83904  C69 1.301, H75 1.044, H76 1.052
73 H 2.64962 0.91969 -2.78404  N71 1.006
74 H 1.64362 1.97969 -3.66004  N71 1.066
75 H -0.95938 -0.37831 -3.73304  N72 1.044
76 H -0.24738 0.84669 -4.74704  N72 1.052
77 C -0.29738 -4.54031 -1.49404  O78 1.358, N79 1.306, N80 1.315
78 O -0.89738 -5.45431 -0.68904  C77 1.358
79 N 0.29462 -4.92731 -2.59204  C77 1.306, H81 1.087, H82 1.032
80 N -0.39138 -3.24731 -1.27204  C77 1.315, H83 1.044, H84 1.095
81 H 0.45162 -5.99731 -2.70504  N79 1.087
82 H 0.76262 -4.27231 -3.23804  N79 1.032
83 H -0.98138 -2.93231 -0.47104  N80 1.044
84 H 0.37262 -2.49231 -1.48404  N80 1.095
85 C 3.42562 -0.18731 3.39996  O86 1.327, N87 1.335, N88 1.347
86 O 3.05562 -0.75931 4.53896  C85 1.327
87 N 4.68762 0.23969 3.31996  C85 1.335, H89 1.028, H90 1.071
88 N 2.60462 0.07769 2.36596  C85 1.347, H91 1.087, H92 1.044
89 H 5.32262 -0.04831 4.07496  N87 1.028
90 H 4.96762 0.30269 2.28796  N87 1.071
91 H 1.68162 -0.47531 2.21196  N88 1.087
92 H 2.80962 0.75769 1.60096  N88 1.044
93 C 0.39162 2.93669 3.33896  O94 1.412, N95 1.346, N96 1.306
94 O -0.21438 3.66269 4.38696  C93 1.412
95 N -0.24838 2.58669 2.20796  C93 1.346, H97 1.042, H98 1.040
96 N 1.63962 2.55269 3.34496  C93 1.306, H99 1.039, H100 1.040
97 H -1.27438 2.77069 2.21196  N95 1.042
98 H 0.11162 1.92569 1.49096  N95 1.040
99 H 2.15162 2.68569 4.23896  N96 1.039
100 H 1.93562 1.62369 2.98296  N96 1.040
101 C -0.48738 0.40869 -0.30604  O102 1.438, H103 1.035, H104 1.165, H105 1.092
102 O 0.87262 0.75169 0.01196  C101 1.438, H106 0.983
103 H -1.12438 0.36569 0.50796  C101 1.035
104 H -0.60238 -0.66031 -0.75404  C101 1.165
105 H -0.83538 1.11869 -1.05904  C101 1.092
106 H 1.51562 0.06169 -0.26504  O102 0.983
107 C 3.90762 -2.13031 -0.61404  O108 1.403, H109 1.059, H110 1.079, H111 1.036
108 O 3.24362 -0.94131 -0.27704  C107 1.403, H112 0.930
109 H 4.90462 -1.77431 -0.62004  C107 1.059
110 H 3.60362 -2.34931 -1.62604  C107 1.079
111 H 3.78562 -2.97331 -0.02404  C107 1.036
112 H 3.25462 -0.89831 0.65196  O108 0.930
113 C 1.63562 3.72569 -1.09204  O114 1.384, H115 1.106, H116 1.094, H117 1.127
114 O 2.50362 4.52169 -1.81904  C113 1.384, H118 0.971
115 H 1.89762 2.66369 -1.25504  C113 1.106
116 H 0.62162 3.88769 -1.46904  C113 1.094
117 H 1.62962 3.92169 0.01796  C113 1.127
118 H 1.95662 4.85969 -2.54704  O114 0.971